A.
The following is a DFT calculation (ωB97M-V/def2-TZVPD) of a cluster of 2 separate species, C3H10NS in total.

Values from the calculation:
Molar mass: 92.19 g/mol
Total charge: +1
E_LUMO: -0.206 hartree
HOMO energy: -0.4822 Ha

Geometry (Å):
C: 0.6524 1.1497 -2.8832
N: 0.9836 0.7932 -1.7020
H: 1.1873 1.9751 -3.3389
H: 0.0358 0.4915 -3.4885
H: 0.2895 0.2608 -1.1311
H: 1.6590 1.4163 -1.2669
C: 0.1350 0.0085 2.0735
C: -0.7909 -1.1204 1.6526
S: -1.2333 -0.7985 -0.0960
H: 0.4815 -0.0534 3.1064
H: -0.2822 0.9923 1.8630
H: 1.0848 -0.1448 1.5417
H: -0.2343 -2.0549 1.6942
H: -1.7001 -1.2848 2.2283
H: -2.2681 -1.6306 -0.2531


B.
The following is a DFT calculation (ωB97M-V/def2-TZVPD) of a structure of composition C3H10NS.

Values from the calculation:
Molar mass: 92.19 g/mol
Total charge: +1
E_LUMO: -0.291 hartree
HOMO energy: -0.5603 Ha

Geometry (Å):
C: 0.2583 -1.0687 -1.2799
C: -1.0861 -1.1626 -0.6237
C: -1.3341 0.2692 -0.1369
S: 0.1426 0.7138 0.7588
N: 1.2012 -1.1952 -0.1861
H: 0.4535 -1.8038 -2.0593
H: 0.3653 -0.0850 -1.7227
H: -0.9284 -1.7528 0.2897
H: -1.9181 -1.6646 -1.0949
H: -2.2263 0.3640 0.4826
H: -1.5067 0.9771 -0.9408
H: 2.0682 4.1053 2.9228
H: 2.1668 -0.9734 -0.4214
H: 0.9413 -0.8099 0.7609
H: 1.4028 4.0865 3.2509


Referenced to the most stable arrangement, the calculated values in kJ/mol are A 0.0; B 323.7.


A.
The following is a DFT calculation (ωB97M-V/def2-TZVPD) of a cluster of 8 separate species, C32H88N8O8 in total.

Values from the calculation:
Molar mass: 713.10 g/mol
E_LUMO: 0.025 hartree
HOMO energy: -0.3262 Ha

Geometry (Å):
C: -0.2535 6.9695 7.8795
C: 0.0277 7.3846 9.3239
C: -1.0044 8.2888 9.9494
O: -1.1478 9.5169 9.2224
C: 0.0198 10.3170 9.2707
N: 0.2039 6.1220 10.0893
H: 0.3344 6.1047 7.5828
H: 0.0633 7.7579 7.1926
H: -1.3247 6.7967 7.7802
H: 0.9911 7.8933 9.4144
H: -0.8019 8.4889 11.0057
H: -2.0073 7.8592 9.8658
H: 0.4674 10.3405 10.2647
H: -0.2525 11.3411 9.0095
H: 0.7389 10.0420 8.4958
H: 0.1010 6.3011 11.0907
H: -0.5441 5.4385 9.9971
C: -5.4201 7.3989 15.5431
C: -5.1005 8.1014 14.2238
C: -5.5555 7.3000 12.9999
O: -4.7465 6.1182 12.9428
C: -5.2834 5.0856 12.1646
N: -5.7259 9.4489 14.2157
H: -4.6788 6.6132 15.7300
H: -6.3290 6.8450 15.2942
H: -5.3604 7.9736 16.4619
H: -4.0259 8.2416 14.0878
H: -5.3408 7.8839 12.0959
H: -6.6027 6.9888 12.9200
H: -6.3489 4.9003 12.3237
H: -4.6761 4.1944 12.3148
H: -5.1700 5.2917 11.0887
H: -5.7585 9.6899 13.2238
H: -6.7071 9.3331 14.4657
C: -3.5101 3.9280 4.1468
C: -4.0134 5.1240 4.9739
C: -5.3180 4.8771 5.7367
O: -5.1089 3.8494 6.6657
C: -6.2846 3.2536 7.1957
N: -2.8333 5.5039 5.8052
H: -3.2761 3.1017 4.8197
H: -2.6267 4.1371 3.5500
H: -4.3136 3.6168 3.4716
H: -4.1680 6.0165 4.3590
H: -6.0621 4.6491 4.9597
H: -5.7130 5.7762 6.2171
H: -6.0280 2.2622 7.5621
H: -7.0747 3.1802 6.4433
H: -6.6093 3.9175 8.0050
H: -3.1651 6.1887 6.4818
H: -2.5396 4.6530 6.2803
C: 1.8766 -1.7303 9.6673
C: 2.2233 -1.0829 8.3235
C: 3.7037 -0.8304 7.9844
O: 4.3739 -0.1707 9.0425
C: 4.3318 1.2180 9.0529
N: 1.5756 -1.7332 7.1700
H: 0.8597 -2.1302 9.6815
H: 2.0565 -1.0160 10.4651
H: 2.4414 -2.6661 9.7452
H: 1.9102 -0.0284 8.2509
H: 3.8017 -0.3217 7.0256
H: 4.1848 -1.8157 7.9363
H: 3.5153 1.7204 8.5181
H: 5.2951 1.6726 8.7969
H: 4.1232 1.5753 10.0740
H: 1.8979 -2.7003 7.1342
H: 0.6059 -1.7824 7.4768
C: -5.7420 6.7131 8.7837
C: -5.0064 7.9539 9.2698
C: -4.0120 8.5232 8.2734
O: -4.7011 8.8319 7.0764
C: -3.7897 9.2735 6.0958
N: -5.9653 8.9285 9.8278
H: -5.0667 5.8917 8.5302
H: -6.2008 7.0227 7.8379
H: -6.4999 6.3282 9.4622
H: -4.5481 7.5829 10.1996
H: -3.2947 7.7263 8.0449
H: -3.5233 9.3657 8.7715
H: -4.1570 9.3172 5.0667
H: -2.8664 8.6976 5.9602
H: -3.5436 10.3102 6.3628
H: -5.4983 9.8112 10.0332
H: -6.5568 9.2249 9.0445
C: -3.8232 0.4916 6.0442
C: -4.5519 -0.7954 6.4119
C: -4.5372 -1.0014 7.9093
O: -3.2524 -1.4326 8.3840
C: -3.2587 -1.5072 9.7883
N: -5.9645 -0.7474 6.0663
H: -3.7079 0.6914 4.9777
H: -2.8246 0.5427 6.4695
H: -4.5235 1.2363 6.4310
H: -4.1108 -1.6738 5.9234
H: -5.2388 -1.7984 8.1837
H: -4.7776 -0.0845 8.4584
H: -3.6515 -0.5906 10.2457
H: -2.2425 -1.6512 10.1512
H: -3.8899 -2.3321 10.1398
H: -6.2470 -0.3770 5.1728
H: -6.5070 -1.5754 6.2504
C: -3.1342 1.7118 13.6359
C: -2.0721 1.9999 14.6885
C: -0.6059 1.9524 14.2203
O: -0.3606 0.7493 13.5002
C: 0.4245 1.0233 12.3479
N: -2.3676 3.2564 15.3620
H: -3.3285 2.4876 12.8925
H: -4.1319 1.5678 14.0592
H: -2.8802 0.8216 13.0582
H: -2.0944 1.1998 15.4422
H: -0.0052 1.9110 15.1361
H: -0.2726 2.8690 13.7267
H: -0.0051 1.8086 11.7157
H: 0.4926 0.1170 11.7477
H: 1.4003 1.3433 12.7322
H: -3.3327 3.2327 15.6694
H: -1.7929 3.3579 16.1919
C: -3.4070 2.6462 9.4469
C: -1.9903 3.0819 9.8026
C: -1.3071 3.6792 8.5662
O: -1.3764 2.9106 7.3799
C: -0.3987 1.8790 7.2877
N: -1.9496 3.9472 10.9943
H: -3.4651 1.8646 8.6909
H: -3.9509 3.5278 9.0918
H: -3.9508 2.3002 10.3322
H: -1.3601 2.2332 10.0900
H: -0.2618 3.8995 8.8089
H: -1.7955 4.5870 8.1996
H: -0.3964 1.2507 8.1848
H: 0.5597 2.3984 7.2144
H: -0.6136 1.2175 6.4539
H: -2.0108 3.2910 11.7620
H: -2.7984 4.5052 10.9923


B.
The following is a DFT calculation (ωB97M-V/def2-TZVPD) of a cluster of 8 separate species, C32H88N8O8 in total.

Values from the calculation:
Molar mass: 713.10 g/mol
E_LUMO: 0.012 hartree
HOMO energy: -0.3236 Ha

Geometry (Å):
C: -15.1776 12.4364 3.8260
C: -13.9708 12.4776 2.8928
C: -12.9294 13.5725 3.2061
O: -11.8834 13.6719 2.2693
C: -12.3470 14.2822 1.0732
N: -13.3237 11.1704 3.0333
H: -15.8104 11.6249 3.4665
H: -15.8070 13.3234 3.7529
H: -14.8663 12.2232 4.8486
H: -14.1655 12.5789 1.8251
H: -12.5235 13.3318 4.1887
H: -13.3539 14.5192 3.5401
H: -13.2309 13.8603 0.5949
H: -11.5646 14.2422 0.3153
H: -12.5418 15.3454 1.2140
H: -12.4320 11.5626 2.7666
H: -13.1001 11.0319 4.0085
C: -7.2693 15.0603 8.8752
C: -7.7100 15.7220 7.5982
C: -7.4004 17.2829 7.4561
O: -7.8890 17.7644 6.2301
C: -9.3206 17.8594 6.1775
N: -7.2365 15.0661 6.3463
H: -7.7631 15.4706 9.7561
H: -6.1897 15.0699 9.0257
H: -7.5201 14.0049 8.9815
H: -8.7885 15.7109 7.7555
H: -6.3203 17.4278 7.4769
H: -7.8387 17.8347 8.2877
H: -9.7101 18.3314 5.2755
H: -9.6852 18.6478 6.8358
H: -9.9598 16.9948 6.3563
H: -6.2626 15.2040 6.1168
H: -7.5783 15.6849 5.6248
C: -6.4670 9.3908 5.4821
C: -7.8394 8.6722 5.4271
C: -8.0068 7.3014 6.0671
O: -7.6419 6.2312 5.1027
C: -6.2461 6.1719 4.8003
N: -8.6600 9.7273 5.9972
H: -6.1713 9.7167 6.4793
H: -6.6590 10.2968 4.9074
H: -5.7070 8.8678 4.9016
H: -8.0687 8.6100 4.3633
H: -9.0821 7.2011 6.2144
H: -7.5237 7.2372 7.0421
H: -5.6043 6.3082 5.6706
H: -5.9202 6.9145 4.0720
H: -5.9139 5.2602 4.3038
H: -8.1387 10.5922 5.9781
H: -8.9833 9.6052 6.9462
C: -22.9659 9.8143 5.7980
C: -22.5973 11.3314 5.8080
C: -21.9119 11.7899 7.1145
O: -22.7373 11.3516 8.2137
C: -22.5367 12.1666 9.3893
N: -21.7054 11.5193 4.5798
H: -23.4376 9.5392 4.8546
H: -23.5839 9.5150 6.6445
H: -22.1148 9.1333 5.7925
H: -23.3662 12.0624 5.5581
H: -21.8921 12.8797 7.1089
H: -20.8918 11.4059 7.1121
H: -21.6750 11.8040 9.9499
H: -23.4242 11.9265 9.9748
H: -22.6601 13.2453 9.2934
H: -22.2749 11.4157 3.7521
H: -20.9820 10.8148 4.6009
C: -13.7925 19.0728 -3.7089
C: -12.4529 19.9124 -3.8349
C: -12.3839 21.0900 -4.9093
O: -13.5218 22.0121 -4.5872
C: -13.6667 23.0178 -5.5902
N: -12.0226 20.5256 -2.5855
H: -14.0135 18.5257 -4.6254
H: -14.5634 19.7946 -3.4393
H: -13.5870 18.2440 -3.0315
H: -11.6260 19.2230 -4.0052
H: -12.3620 20.6328 -5.8985
H: -11.4287 21.6116 -4.8494
H: -13.7829 22.6594 -6.6130
H: -12.8124 23.6707 -5.7692
H: -14.4768 23.6927 -5.3138
H: -11.2691 21.1801 -2.7401
H: -12.7801 21.1208 -2.2821
C: -14.2882 15.2588 9.5270
C: -15.4323 14.7818 10.4686
C: -15.7693 15.8088 11.5153
O: -16.9028 15.3652 12.3488
C: -17.3787 16.3625 13.2382
N: -16.5132 14.3366 9.6155
H: -14.6823 16.0193 8.8529
H: -14.0765 14.4057 8.8825
H: -13.3326 15.3822 10.0365
H: -15.1627 13.8926 11.0384
H: -15.9464 16.7112 10.9302
H: -14.9438 16.0877 12.1703
H: -17.5146 17.2838 12.6719
H: -16.6338 16.5278 14.0167
H: -18.2572 15.9729 13.7525
H: -17.1803 13.7894 10.1406
H: -17.0085 14.9803 9.0151
C: -16.8304 8.1791 -3.4201
C: -16.3483 9.2340 -2.4895
C: -17.0713 10.6013 -2.7233
O: -16.8077 11.0281 -4.0996
C: -16.7907 12.4363 -4.3191
N: -16.3182 8.8985 -1.0593
H: -16.4669 8.3005 -4.4405
H: -17.9160 8.0835 -3.3963
H: -16.5039 7.2007 -3.0676
H: -15.2933 9.3077 -2.7535
H: -16.6216 11.3142 -2.0323
H: -18.1162 10.4177 -2.4730
H: -15.9031 12.8546 -3.8445
H: -17.6382 12.9613 -3.8784
H: -16.7367 12.5519 -5.4016
H: -15.9164 9.6289 -0.4890
H: -15.6716 8.1313 -0.9432
C: -18.1123 17.9680 2.5320
C: -17.0590 18.3296 3.6616
C: -16.6300 19.8155 3.8547
O: -15.9130 20.1856 2.6827
C: -15.2891 21.5043 2.6754
N: -17.6188 17.9096 4.9019
H: -19.0908 18.4156 2.7060
H: -18.1344 16.8896 2.3746
H: -17.6819 18.2546 1.5725
H: -16.1341 17.7729 3.5107
H: -16.0690 20.0480 4.7599
H: -17.5129 20.4530 3.9016
H: -15.9783 22.2798 3.0095
H: -14.8233 21.7908 1.7325
H: -14.6027 21.5580 3.5204
H: -18.3104 17.2251 4.6314
H: -18.0498 18.6781 5.3957


Referenced to the most stable arrangement, the calculated values in kJ/mol are A 0.0; B 387.7.